{
  "formula": "C30H32CuN5O",
  "method": "ωB97M-V with the def2-TZVPD basis set",
  "symbols": ["Cu", "C", "C", "C", "C", "C", "C", "C", "N", "C", "N", "C", "C", "C", "C", "C", "C", "C", "N", "C", "C", "C", "C", "C", "C", "C", "H", "H", "H", "H", "H", "H", "H", "H", "H", "H", "H", "H", "H", "H", "H", "H", "H", "H", "H", "H", "H", "H", "C", "C", "O", "N", "C", "C", "C", "C", "C", "C", "N", "H", "H", "H", "H", "H", "H", "H", "H", "H", "H"],
  "positions_angstrom": [[0.799, 0.200, -1.597], [-0.782, -0.130, 5.198], [-1.383, 1.097, 4.570], [-2.088, 2.025, 5.326], [-2.634, 3.164, 4.751], [-2.494, 3.375, 3.388], [-1.812, 2.452, 2.609], [-1.244, 1.324, 3.196], [-0.536, 0.363, 2.434], [0.055, 0.607, 1.194], [0.731, 1.776, 1.137], [1.246, 2.555, 0.045], [1.395, 2.031, -1.245], [1.913, 2.936, -2.186], [2.274, 4.240, -1.878], [2.120, 4.699, -0.579], [1.604, 3.867, 0.404], [1.456, 4.386, 1.815], [0.000, -0.266, 0.245], [-0.727, -1.458, 0.409], [-2.011, -1.572, -0.124], [-2.690, -2.780, -0.080], [-2.092, -3.890, 0.501], [-0.814, -3.776, 1.035], [-0.113, -2.575, 0.998], [1.293, -2.459, 1.522], [-0.886, -0.096, 6.281], [0.278, -0.216, 4.950], [-1.269, -1.045, 4.848], [-2.199, 1.854, 6.390], [-3.168, 3.879, 5.364], [-2.923, 4.252, 2.922], [-1.719, 2.606, 1.542], [-0.843, -0.590, 2.555], [0.733, 2.261, 2.017], [2.057, 2.598, -3.209], [2.679, 4.896, -2.640], [2.401, 5.713, -0.318], [1.787, 5.422, 1.869], [2.063, 3.817, 2.527], [0.420, 4.356, 2.166], [-2.451, -0.699, -0.591], [-3.686, -2.854, -0.498], [-2.613, -4.838, 0.539], [-0.342, -4.642, 1.486], [1.642, -3.416, 1.912], [1.368, -1.719, 2.322], [1.963, -2.128, 0.725], [3.887, -3.138, -2.922], [2.530, -2.629, -2.502], [2.396, -1.745, -1.674], [1.464, -3.240, -3.087], [0.096, -2.940, -2.686], [-0.536, -1.867, -3.535], [-1.358, -2.198, -4.605], [-1.901, -1.192, -5.385], [-1.604, 0.123, -5.068], [-0.779, 0.372, -3.985], [-0.253, -0.596, -3.227], [4.618, -2.348, -2.781], [3.900, -3.471, -3.960], [4.159, -3.980, -2.283], [1.628, -3.946, -3.782], [0.123, -2.609, -1.649], [-0.495, -3.854, -2.739], [-1.571, -3.239, -4.814], [-2.545, -1.429, -6.222], [-2.002, 0.946, -5.645], [-0.519, 1.382, -3.692]],
  "mulliken_charge": [-0.694, -1.440, 0.633, -0.673, -0.714, -0.813, 0.104, -0.047, 0.156, 0.667, -0.182, 1.353, -1.139, 0.476, -1.058, -0.620, 0.974, -1.414, -0.145, -1.413, -0.082, -0.986, -0.696, -0.974, 2.105, -1.325, 0.406, 0.302, 0.307, 0.358, 0.394, 0.413, 0.548, 0.467, 0.132, 0.420, 0.374, 0.297, 0.380, 0.372, 0.227, 0.504, 0.444, 0.409, 0.416, 0.442, 0.168, 0.163, -1.343, 0.503, -0.462, -0.033, -0.054, 0.647, -0.735, -0.342, -0.788, -0.131, 0.084, 0.349, 0.417, 0.285, 0.258, -0.826, 0.560, 0.420, 0.407, 0.420, 0.370],
  "relative_energy_kcal_mol": 0.00
}

***

{
  "formula": "C5H12NO",
  "method": "ωB97M-V with the def2-TZVPD basis set",
  "symbols": ["C", "C", "N", "C", "C", "C", "O", "H", "H", "H", "H", "H", "H", "H", "H", "H", "H", "H", "H"],
  "positions_angstrom": [[0.955, 2.365, 0.849], [0.739, 0.921, 0.986], [-0.505, 0.457, 0.233], [-1.674, -1.017, -1.272], [-0.305, -0.668, -0.720], [0.433, -1.759, -0.144], [0.905, -2.523, -1.272], [0.232, 2.967, 1.297], [1.026, 2.645, -0.173], [1.876, 2.537, 1.241], [0.475, 0.542, 2.009], [1.724, 0.375, 0.699], [-1.200, 0.275, 1.021], [-1.466, -1.815, -2.084], [-2.276, -1.288, -0.438], [-2.018, -0.133, -1.927], [0.330, -0.179, -1.517], [1.083, -1.381, 0.823], [-0.334, -2.322, 0.389]],
  "mulliken_charge": [-1.452, -0.399, -0.430, -1.293, 0.395, -0.396, -0.915, 0.366, 0.305, 0.468, 0.390, 0.258, 0.282, 0.270, 0.424, 0.283, 0.170, 0.119, 0.155],
  "relative_energy_kcal_mol": 53.47,
  "charge": -1
}

***

{
  "formula": "C5H8N4",
  "method": "ωB97M-V with the def2-TZVPD basis set",
  "symbols": ["C", "C", "C", "C", "C", "H", "H", "H", "H", "H", "H", "H", "H", "N", "N", "N", "N"],
  "positions_angstrom": [[1.044, -2.108, 0.586], [-0.672, -0.941, -0.492], [-1.688, -0.194, -0.812], [-1.106, 2.146, -0.434], [1.282, 0.325, 0.577], [0.062, -2.383, 1.240], [1.179, -2.794, -0.325], [1.922, -2.037, 1.343], [-0.698, -2.061, -0.873], [-2.426, -0.847, -1.214], [-1.493, 3.168, -0.672], [0.323, 3.400, 0.160], [2.131, -0.014, 1.307], [0.601, -0.733, 0.102], [-1.977, 1.149, -0.789], [0.258, 2.317, -0.151], [1.259, 1.608, 0.445]],
  "mulliken_charge": [-0.922, -0.068, -0.045, 0.046, 0.329, 0.363, 0.235, 0.303, 0.134, 0.280, 0.215, 0.293, 0.132, -0.037, -0.583, -0.077, -0.597],
  "relative_energy_kcal_mol": 81.28
}

***

{
  "formula": "C49H29BN12O2Ti",
  "method": "ωB97M-V with the def2-TZVPD basis set",
  "symbols": ["Ti", "C", "C", "C", "C", "C", "N", "C", "N", "C", "C", "C", "C", "C", "C", "C", "C", "N", "C", "N", "C", "N", "C", "N", "C", "N", "C", "C", "C", "C", "C", "C", "C", "C", "C", "C", "C", "C", "N", "C", "C", "H", "H", "H", "H", "H", "H", "H", "H", "H", "H", "H", "H", "H", "H", "H", "H", "O", "C", "O", "C", "C", "C", "N", "C", "C", "C", "C", "C", "C", "C", "N", "C", "C", "C", "C", "C", "N", "H", "H", "H", "H", "H", "H", "H", "H", "H", "H", "B", "C", "N", "H", "H", "H"],
  "positions_angstrom": [[0.225, 0.766, -0.453], [-5.090, 4.311, 1.042], [-5.591, 3.773, -0.142], [-4.771, 3.077, -1.013], [-3.441, 2.935, -0.667], [-2.340, 2.230, -1.344], [-1.174, 2.319, -0.558], [-1.528, 3.104, 0.584], [-0.812, 3.528, 1.495], [0.501, 3.144, 1.585], [1.440, 3.771, 2.378], [1.384, 4.925, 3.195], [2.513, 5.301, 3.861], [3.728, 4.558, 3.743], [3.812, 3.445, 2.961], [2.654, 3.029, 2.259], [2.410, 1.985, 1.389], [3.269, 0.954, 1.131], [3.079, 0.256, 0.094], [2.232, 0.700, -0.982], [2.065, -0.422, -1.835], [1.754, -0.291, -3.221], [0.432, 0.018, -3.504], [-0.278, 0.675, -2.533], [-1.507, 1.020, -3.088], [-2.507, 1.692, -2.463], [-1.558, 0.546, -4.385], [-2.555, 0.602, -5.389], [-2.294, 0.049, -6.603], [-1.039, -0.579, -6.879], [-0.056, -0.650, -5.941], [-0.299, -0.090, -4.663], [3.883, -1.862, -1.078], [4.434, -3.127, -1.035], [4.873, -3.645, 0.174], [4.747, -2.891, 1.332], [4.184, -1.627, 1.295], [3.749, -1.084, 0.089], [1.085, 2.043, 0.983], [-2.945, 3.467, 0.508], [-3.756, 4.163, 1.385], [-5.762, 4.837, 1.708], [-6.642, 3.889, -0.371], [-5.146, 2.637, -1.924], [0.465, 5.485, 3.284], [2.493, 6.182, 4.491], [4.602, 4.894, 4.290], [4.734, 2.885, 2.874], [-3.504, 1.076, -5.179], [-3.048, 0.078, -7.380], [-0.873, -1.008, -7.858], [0.888, -1.128, -6.170], [4.500, -3.716, -1.940], [5.287, -4.642, 0.215], [5.062, -3.304, 2.280], [4.044, -1.051, 2.195], [-3.352, 4.559, 2.304], [-2.102, -6.381, 2.475], [-1.823, -6.049, 1.317], [-1.875, -6.704, 0.271], [-1.202, -4.628, 1.169], [-0.641, -4.223, -0.044], [-0.005, -2.989, -0.092], [0.063, -2.158, 0.946], [-0.553, -2.489, 2.060], [-1.170, -3.731, 2.232], [-0.566, -1.416, 3.066], [-1.579, -1.327, 4.021], [-1.588, -0.237, 4.869], [-0.594, 0.724, 4.737], [0.371, 0.539, 3.756], [0.392, -0.501, 2.942], [0.716, -2.422, -1.229], [1.071, -3.236, -2.376], [1.846, -2.839, -3.410], [2.554, -1.531, -3.525], [3.346, -1.136, -2.245], [1.051, -1.165, -1.065], [-0.745, -4.899, -0.880], [-1.605, -4.047, 3.168], [-2.361, -2.068, 4.060], [-2.376, -0.125, 5.603], [-0.573, 1.606, 5.359], [1.158, 1.270, 3.609], [0.640, -4.225, -2.396], [1.986, -3.535, -4.226], [3.094, -1.455, -4.471], [4.027, -0.325, -2.532], [-3.735, -1.225, 1.238], [-2.398, -0.630, 0.700], [-1.396, -0.188, 0.298], [-4.530, -1.133, 0.340], [-4.044, -0.546, 2.185], [-3.511, -2.367, 1.543]],
  "mulliken_charge": [-1.160, -0.602, -0.622, -0.246, 0.146, -0.102, -0.097, 0.098, -0.497, -1.307, 1.143, -0.649, -0.565, -0.647, -0.538, 1.230, -1.584, -0.620, 0.862, -1.187, 0.509, -0.113, -0.677, 1.086, -0.709, -0.524, 0.454, -0.227, -0.662, -0.689, -0.640, 0.829, -0.682, -0.020, -0.699, -0.763, -1.002, 0.842, 0.739, 0.413, -0.298, 0.385, 0.387, 0.547, 0.501, 0.387, 0.379, 0.476, 0.521, 0.366, 0.381, 0.372, 0.489, 0.388, 0.400, 0.455, 0.541, -0.736, 0.456, -0.744, -0.563, -1.200, 0.613, 0.027, 1.056, -1.014, 0.475, -1.169, -0.548, -1.005, -0.099, 0.053, 0.684, -1.014, -1.054, 0.353, -0.183, 1.598, 0.625, 0.545, 0.366, 0.388, 0.451, 0.695, 0.349, 0.356, 0.388, 0.668, 0.820, 0.015, -0.358, -0.178, -0.163, -0.148],
  "relative_energy_kcal_mol": 32.98,
  "charge": -2
}

***

{
  "formula": "C10H39N17O14PS2",
  "method": "ωB97M-V with the def2-TZVPD basis set",
  "symbols": ["O", "P", "S", "O", "O", "N", "S", "O", "O", "C", "C", "O", "H", "H", "H", "H", "H", "H", "H", "C", "O", "N", "N", "H", "H", "H", "H", "C", "O", "N", "N", "H", "H", "H", "H", "C", "O", "N", "N", "H", "H", "H", "H", "C", "O", "N", "N", "H", "H", "H", "H", "C", "O", "N", "N", "H", "H", "H", "H", "C", "O", "N", "N", "H", "H", "H", "H", "C", "O", "N", "N", "H", "H", "H", "H", "C", "O", "N", "N", "H", "H", "H", "H"],
  "positions_angstrom": [[-1.341, 5.310, 2.918], [-1.927, 4.037, 2.435], [-2.519, 4.197, 0.338], [-2.550, 5.612, 0.067], [-3.814, 3.565, 0.371], [-1.579, 3.417, -0.693], [-0.068, 3.145, -0.319], [0.606, 2.718, -1.521], [0.093, 2.204, 0.773], [0.770, 4.645, 0.159], [0.447, 5.859, -0.699], [1.486, 6.844, -0.509], [-3.157, 3.754, 3.044], [-1.125, 2.902, 2.603], [1.823, 4.417, -0.004], [0.655, 4.848, 1.225], [0.483, 5.585, -1.747], [-0.495, 6.314, -0.419], [1.613, 6.925, 0.438], [-4.731, 7.978, 2.590], [-5.652, 8.710, 2.927], [-4.696, 7.308, 1.409], [-3.636, 7.764, 3.392], [-3.924, 6.715, 1.158], [-5.468, 7.415, 0.781], [-3.616, 8.235, 4.275], [-2.870, 7.164, 3.134], [2.715, 0.507, 3.147], [2.317, -0.549, 2.685], [2.249, 1.721, 2.759], [3.692, 0.524, 4.122], [2.590, 2.582, 3.142], [1.534, 1.756, 2.043], [4.055, -0.365, 4.411], [4.054, 1.360, 4.541], [0.715, -1.334, -2.227], [0.371, -2.359, -2.826], [0.357, -0.095, -2.628], [1.482, -1.397, -1.103], [0.662, 0.741, -2.155], [-0.239, -0.015, -3.431], [1.740, -2.306, -0.770], [1.751, -0.587, -0.576], [1.501, -1.980, 7.156], [1.154, -2.522, 8.191], [2.346, -0.897, 7.153], [1.086, -2.389, 5.920], [2.644, -0.440, 6.312], [2.663, -0.556, 8.040], [0.456, -3.173, 5.881], [1.365, -1.941, 5.064], [2.398, -2.975, -6.468], [3.133, -3.359, -7.367], [2.600, -3.288, -5.156], [1.297, -2.197, -6.693], [1.988, -2.976, -4.415], [3.397, -3.851, -4.927], [1.095, -1.939, -7.639], [0.693, -1.871, -5.958], [0.355, -6.264, -2.954], [-0.044, -6.199, -1.806], [0.760, -7.461, -3.509], [0.444, -5.190, -3.787], [1.095, -7.549, -4.449], [0.710, -8.274, -2.927], [0.171, -4.277, -3.453], [0.775, -5.262, -4.731], [-2.038, -0.795, -7.596], [-1.928, -0.298, -6.493], [-2.506, -2.069, -7.784], [-1.690, -0.124, -8.741], [-2.598, -2.500, -8.683], [-2.766, -2.585, -6.964], [-1.344, 0.811, -8.635], [-1.767, -0.516, -9.660], [-0.548, -6.158, 5.931], [-1.164, -5.114, 5.825], [0.810, -6.236, 5.777], [-1.173, -7.345, 6.214], [1.328, -7.089, 5.862], [1.304, -5.387, 5.574], [-2.167, -7.319, 6.331], [-0.691, -8.217, 6.305]],
  "mulliken_charge": [-0.656, 0.418, 0.989, -0.658, -0.688, -0.462, 1.133, -0.879, -0.784, -0.759, -0.353, -0.579, 0.126, 0.071, 0.478, 0.460, 0.297, 0.216, 0.309, 0.518, -0.699, -0.250, -0.299, 0.244, 0.166, 0.168, 0.216, 0.705, -0.663, -0.210, -0.449, 0.148, 0.198, 0.270, 0.142, 0.590, -0.803, -0.167, -0.266, 0.172, 0.172, 0.187, 0.128, 0.622, -0.659, -0.334, -0.275, 0.186, 0.181, 0.086, 0.183, 0.573, -0.697, -0.306, -0.241, 0.191, 0.161, 0.133, 0.186, 0.546, -0.648, -0.376, -0.243, 0.162, 0.217, 0.270, 0.163, 0.716, -0.622, -0.408, -0.428, 0.157, 0.220, 0.216, 0.158, 0.670, -0.631, -0.329, -0.413, 0.165, 0.186, 0.214, 0.151],
  "total_energy_ev": -95969.4855,
  "charge": -1
}

***

{
  "formula": "C2H3F3N2O",
  "method": "ωB97M-V with the def2-TZVPD basis set",
  "symbols": ["C", "C", "N", "N", "O", "F", "F", "F", "H", "H", "H"],
  "positions_angstrom": [[0.110, -0.030, -0.287], [0.180, -0.210, 1.204], [-2.103, 0.277, -1.208], [1.181, 0.017, -0.980], [-0.754, 0.479, 1.874], [1.409, 0.096, 1.709], [0.064, -1.568, 1.426], [-1.771, 0.294, -2.493], [2.124, -0.035, -0.584], [1.109, 0.116, -1.988], [-1.550, 0.563, 1.327]],
  "mulliken_charge": [-0.584, 1.069, -0.074, -0.120, -0.483, -0.303, -0.285, -0.119, 0.248, 0.286, 0.364],
  "relative_energy_kcal_mol": 148.58
}